ORCA calculation (ωB97M-V/def2-TZVPD) on C47H40N2O4PS3SbSc as an isolated structure in a non-equilibrium geometry.

Output
**Total charge**: 0
**LUMO energy (alpha / beta)**: 0.31 / 0.08 eV
**Expectation value of S²**: 0.76
**Multiplicity**: 2
**Energy relative to the best compared isomer or geometry (same formula, charge and spin)**: 29.32 kcal per mole

Geometry (Å):
Sc1 0.6516 1.1430 0.8631
O1 1.6252 1.6230 -0.8520
N1 1.7774 0.7143 -1.8189
C1 2.8706 0.8335 -2.5915
C2 3.1034 -0.0482 -3.6125
C3 2.1800 -1.0706 -3.8298
C4 1.0794 -1.1823 -3.0191
C5 0.8625 -0.2768 -1.9647
S1 -0.4555 -0.4540 -0.8871
H1 3.5136 1.6570 -2.3244
H2 3.9958 0.0594 -4.2102
H3 2.3342 -1.7861 -4.6272
H4 0.3556 -1.9761 -3.1460
O2 0.6558 3.2717 1.1839
S2 -0.7703 3.3676 1.6533
O3 -0.9133 3.7487 3.0265
O4 -1.3264 2.0130 1.3378
C6 -1.5655 4.5934 0.6566
C7 -1.9079 5.7647 1.3208
C8 -2.4637 6.8127 0.6022
C9 -2.6553 6.6863 -0.7634
C10 -2.3124 5.5082 -1.4145
C11 -1.7704 4.4338 -0.7237
P1 -1.4024 2.8001 -1.4987
C12 -1.1351 3.2382 -3.2536
C13 -2.0927 3.2339 -4.2645
C14 -1.7339 3.5190 -5.5760
C15 -0.4162 3.8174 -5.8927
C16 0.5466 3.8352 -4.8917
C17 0.1895 3.5394 -3.5850
C18 -3.0908 2.0800 -1.5160
C19 -3.3196 0.9524 -2.3080
C20 -4.5500 0.3150 -2.3014
C21 -5.5759 0.7870 -1.4926
C22 -5.3579 1.8967 -0.6917
C23 -4.1245 2.5366 -0.7027
H5 -1.7305 5.8462 2.3834
H6 -2.7450 7.7252 1.1109
H7 -3.0813 7.5059 -1.3284
H8 -2.4740 5.4192 -2.4822
H9 -3.1263 3.0103 -4.0315
H10 -2.4885 3.5057 -6.3526
H11 -0.1391 4.0322 -6.9171
H12 1.5777 4.0650 -5.1303
H13 0.9438 3.5359 -2.8035
H14 -2.5283 0.5653 -2.9390
H15 -4.7036 -0.5574 -2.9243
H16 -6.5372 0.2892 -1.4856
H17 -6.1478 2.2707 -0.0528
H18 -3.9816 3.3979 -0.0626
S3 2.5169 -0.7305 0.9362
Sb1 1.0170 -2.7404 0.5758
C24 0.1384 -4.1880 -0.9539
C25 1.0091 -5.1006 -1.5437
C26 0.5753 -5.9417 -2.5603
C27 -0.7420 -5.8826 -3.0003
C28 -1.6194 -4.9779 -2.4189
C29 -1.1779 -4.1356 -1.4033
C30 2.2662 -4.2715 1.4184
C31 3.6206 -4.2780 1.0938
C32 4.4528 -5.2962 1.5432
C33 3.9371 -6.3151 2.3319
C34 2.5906 -6.3104 2.6728
C35 1.7595 -5.2957 2.2149
C36 -0.3343 -2.7056 2.2243
C37 -1.6749 -3.0653 2.1406
C38 -2.4817 -3.0564 3.2745
C39 -1.9499 -2.6938 4.5021
C40 -0.6067 -2.3443 4.5982
C41 0.1962 -2.3507 3.4663
H19 2.0398 -5.1646 -1.2076
H20 1.2635 -6.6511 -3.0049
H21 -1.0815 -6.5375 -3.7932
H22 -2.6481 -4.9259 -2.7564
H23 -1.8719 -3.4107 -0.9889
H24 4.0352 -3.4693 0.5000
H25 5.5036 -5.2914 1.2799
H26 4.5843 -7.1087 2.6849
H27 2.1869 -7.0989 3.2965
H28 0.7087 -5.3116 2.4856
H29 -2.1028 -3.3620 1.1905
H30 -3.5245 -3.3374 3.1969
H31 -2.5751 -2.6947 5.3861
H32 -0.1836 -2.0803 5.5609
H33 1.2480 -2.0886 3.5437
N2 0.7004 0.9403 3.2305
C42 2.0225 1.2673 3.7442
C43 2.9425 1.8558 2.8909
C44 4.1761 2.2636 3.3691
C45 4.5076 2.0447 4.7000
C46 3.6049 1.4122 5.5413
C47 2.3598 1.0235 5.0639
H34 0.2577 0.1899 3.7533
H35 0.1232 1.7592 3.4432
H36 2.7250 2.0074 1.8391
H37 4.8858 2.7246 2.6954
H38 5.4740 2.3548 5.0758
H39 3.8615 1.2288 6.5765
H40 1.6440 0.5428 5.7212

***

ORCA calculation (ωB97M-V/def2-TZVPD) on C7H14NP in the gas phase in a non-equilibrium geometry.

Output
**Total charge**: 0
**LUMO energy**: 0.75 eV
**SMILES**: C=C[P@](C)(=NC)C(=C)C
**Energy relative to the best compared isomer or geometry (same formula, charge and spin)**: 19.56 kcal per mole

Geometry (Å):
C1 0.7966 -1.9313 -1.8107
C2 0.8219 -0.6087 -1.5668
P1 0.1299 0.2875 -0.1127
C3 -0.1964 2.0210 -0.8705
N1 0.9179 0.2970 1.2807
C4 2.2466 0.6647 1.7101
C5 -1.4783 -0.4178 0.3825
C6 -2.1864 -1.1205 -0.4787
C7 -1.8771 -0.0062 1.7983
H1 1.4777 -2.4069 -2.5894
H2 0.3373 -2.7615 -1.1866
H3 1.3376 0.1210 -2.3144
H4 -0.4432 2.8380 -0.0841
H5 0.7607 2.3225 -1.3528
H6 -1.0541 2.0451 -1.5188
H7 2.3903 0.2509 2.7134
H8 2.3171 1.7700 1.6461
H9 2.9733 0.2303 0.9945
H10 -1.7003 -1.4820 -1.3751
H11 -3.0302 -1.6309 -0.1895
H12 -0.9376 0.0372 2.3046
H13 -2.4198 0.9004 1.7250
H14 -2.6522 -0.8941 1.9357

***

ORCA calculation (ωB97M-V/def2-TZVPD) on C6H10O as an isolated structure.

Output
**Total charge**: 0
**LUMO energy**: 0.90 eV
**Energy relative to the best compared isomer or geometry (same formula, charge and spin)**: 115.29 kcal per mole

Geometry (Å):
C1 2.0497 0.4896 0.0727
C2 1.1858 -0.7399 0.0524
C3 0.0289 -0.7396 1.0632
C4 -1.1195 -0.3581 0.1486
O1 -2.3883 -0.8950 0.3352
C5 -0.9677 0.9459 -0.5911
C6 -0.5010 -0.3334 -1.2064
H1 3.0241 0.1680 0.4681
H2 1.7007 1.3270 0.7001
H3 2.2482 0.8623 -0.9373
H4 0.6203 -0.8833 -1.1121
H5 0.1733 -0.0195 1.8822
H6 -0.1365 -1.7338 1.4933
H7 -2.8249 -0.3878 1.0318
H8 -1.8966 1.3258 -1.0116
H9 -0.2662 1.7154 -0.2725
H10 -0.9305 -0.7435 -2.1165

***

ORCA calculation (ωB97M-V/def2-TZVPD) on a 13-piece molecular cluster, C37H70Br2F3O11S overall in a non-equilibrium geometry.

Output
**Total charge**: -1
**LUMO energy**: 2.19 eV

Geometry (Å):
C1 2.0261 20.4623 1.9555
F1 2.4112 21.5642 1.3310
F2 2.0392 20.6391 3.2742
F3 0.7811 20.1646 1.5733
S1 3.2017 19.0800 1.4812
O1 2.8509 18.7214 0.1118
O2 4.5044 19.6924 1.6238
O3 2.8745 18.0522 2.4680
Br1 -2.7739 23.0181 4.0933
C2 -2.8610 21.0731 3.9208
C3 -1.4336 20.5628 4.0009
Br2 -1.6003 18.6363 4.3971
H1 -3.2679 20.8485 2.9397
H2 -3.4982 20.6430 4.6855
H3 -0.8166 21.0096 4.7737
H4 -0.9508 20.6612 3.0312
C4 -1.5807 22.3865 -2.3838
C5 -0.6196 22.8382 -1.4713
C6 0.5156 22.0553 -1.2425
C7 0.6128 20.8579 -1.8987
C8 -0.3993 20.3161 -2.6726
C9 -1.4873 21.1276 -2.9371
H5 -2.4674 22.9470 -2.6564
H6 -0.8995 23.7042 -0.8851
H7 1.1879 22.4852 -0.5139
H8 1.4950 20.2310 -1.8610
H9 -0.2096 19.4049 -3.2235
H10 -2.3127 20.7452 -3.5300
C10 0.7256 25.5666 6.1764
C11 0.1413 24.6895 5.2966
C12 0.9920 23.8668 4.5529
C13 2.3471 23.8133 4.8161
C14 2.9367 24.7076 5.7144
C15 2.1090 25.6364 6.3323
H11 0.1757 26.3314 6.7140
H12 -0.9204 24.7012 5.1030
H13 0.6354 23.2025 3.7734
H14 3.0211 23.1219 4.3277
H15 4.0025 24.6985 5.8930
H16 2.6109 26.3745 6.9463
C16 6.4335 22.8627 6.6727
C17 6.0204 21.8364 7.4927
C18 5.2497 20.7930 6.9584
C19 4.8387 20.8321 5.6312
C20 5.2555 21.8886 4.8176
C21 6.0495 22.9020 5.3308
H17 7.0099 23.7424 6.9381
H18 6.1438 21.8967 8.5663
H19 4.9286 19.9568 7.5662
H20 4.2215 20.0440 5.2201
H21 5.0992 21.7739 3.7507
H22 6.3378 23.6691 4.6236
C22 2.6642 15.0907 4.6802
C23 1.8230 16.2874 5.0185
O4 2.5979 17.4872 5.0950
H23 2.0932 14.1614 4.7682
H24 3.5355 15.0475 5.3365
H25 3.1025 15.0447 3.6796
H26 1.3896 16.1513 6.0139
H27 0.9886 16.5148 4.3474
H28 2.7454 17.7246 4.1607
C24 4.6223 22.7601 -0.8902
C25 5.8947 22.3959 -0.1315
O5 5.5770 22.2498 1.2634
H29 4.0167 23.4716 -0.3256
H30 4.0589 21.8307 -0.9737
H31 4.8401 23.2663 -1.8325
H32 6.7095 23.0967 -0.3075
H33 6.2332 21.3884 -0.3892
H34 5.1607 21.3816 1.3688
C26 1.7646 15.2693 0.8596
C27 0.8138 16.2431 0.1918
O6 1.3694 16.7330 -1.0361
H35 1.4797 15.0860 1.9009
H36 2.7651 15.6967 0.9109
H37 1.7529 14.3006 0.3597
H38 0.6387 17.1465 0.7813
H39 -0.1279 15.7426 -0.0354
H40 2.0378 17.3976 -0.7898
C28 -1.9001 19.1467 0.5368
C29 -2.5374 20.5102 0.2900
O7 -3.9691 20.3949 0.1754
H41 -1.9485 18.9384 1.6176
H42 -0.8517 19.0393 0.2610
H43 -2.4536 18.3040 0.1202
H44 -2.2243 20.8656 -0.6967
H45 -2.2650 21.2306 1.0561
H46 -4.1271 20.1018 -0.7239
C30 6.1918 16.9690 3.5351
C31 6.7878 18.3572 3.7196
O8 6.9743 18.9768 2.4763
H47 6.8961 16.2726 3.0737
H48 5.3157 16.9959 2.8867
H49 5.8975 16.5169 4.4863
H50 7.7624 18.1515 4.1770
H51 6.2562 18.8996 4.5098
H52 6.1038 19.1741 2.0659
C32 3.0842 18.5483 -4.9537
C33 3.1297 18.0306 -3.5152
O9 3.4890 19.1192 -2.6835
H53 4.0141 18.6015 -5.5159
H54 2.6370 19.5474 -5.0003
H55 2.3038 18.0307 -5.5237
H56 3.8077 17.1732 -3.4773
H57 2.1208 17.6994 -3.2617
H58 3.1082 19.0239 -1.7988
C34 1.8645 21.3587 7.9263
C35 1.5293 20.3030 6.9098
O10 1.7024 18.9907 7.4509
H59 1.7172 22.3411 7.4719
H60 2.9258 21.2151 8.1372
H61 1.3350 21.3110 8.8766
H62 2.1749 20.2774 6.0289
H63 0.4645 20.2892 6.6307
H64 2.0403 18.4301 6.7438
C36 5.2927 16.5136 -0.4680
C37 6.5188 16.2785 -1.3198
O11 7.5393 17.2074 -1.0440
H65 5.3288 16.2308 0.5813
H66 4.4692 15.9500 -0.9216
H67 4.9256 17.5349 -0.5823
H68 6.2086 16.3369 -2.3711
H69 6.8541 15.2468 -1.1393
H70 8.2692 17.0682 -1.6515

***

ORCA calculation (ωB97M-V/def2-TZVPD) on C14H26CsNO3SSi as an isolated structure.

Output
**Total charge**: 0
**LUMO energy**: -0.20 eV
**Energy relative to the best compared isomer or geometry (same formula, charge and spin)**: 0.00 kcal per mole

Geometry (Å):
Cs1 -0.1350 0.9211 -1.1745
C1 -2.7040 1.4170 -3.4252
O1 -2.5557 2.2344 -2.2800
C2 -2.3857 3.6091 -2.5664
C3 -0.9518 4.0065 -2.8692
O2 -0.1972 3.9380 -1.6728
C4 1.0676 4.5734 -1.7250
C5 2.1158 3.7969 -2.5075
O3 2.3709 2.5066 -1.9947
C6 3.1474 2.4962 -0.8093
H1 -3.5294 1.7695 -4.0508
H2 -2.9327 0.4113 -3.0755
H3 -1.7925 1.3867 -4.0342
H4 -2.7105 4.1523 -1.6784
H5 -3.0199 3.9074 -3.4094
H6 -0.9497 5.0339 -3.2559
H7 -0.5233 3.3619 -3.6472
H8 1.3803 4.6967 -0.6880
H9 0.9749 5.5727 -2.1704
H10 3.0381 4.3929 -2.5281
H11 1.7939 3.6524 -3.5400
H12 4.0574 3.0911 -0.9368
H13 3.4249 1.4627 -0.6139
H14 2.5886 2.8793 0.0506
C7 -1.7599 -4.7867 1.3009
Si1 -0.1425 -4.3187 2.1313
C8 -0.1858 -5.0670 3.8686
C9 1.3154 -5.0985 1.2444
C10 0.0277 -2.4519 2.3589
C11 0.0794 -1.9013 3.6239
C12 0.1641 -0.5192 3.8062
C13 0.1732 0.2558 2.6704
N1 0.1322 -0.2209 1.4255
C14 0.0786 -1.5621 1.2449
S1 0.0836 -2.1732 -0.3851
H15 -1.8734 -5.8739 1.2768
H16 -1.7910 -4.4075 0.2813
H17 -2.6129 -4.3724 1.8441
H18 -0.2961 -6.1514 3.7957
H19 -1.0253 -4.6898 4.4571
H20 0.7349 -4.8683 4.4224
H21 1.2265 -6.1878 1.2650
H22 2.2591 -4.8294 1.7248
H23 1.3578 -4.7677 0.2081
H24 0.0538 -2.5474 4.4948
H25 0.2089 -0.0712 4.7889
H26 0.2190 1.3406 2.7534

***

ORCA calculation (ωB97M-V/def2-TZVPD) on C41H22Cl2F12FeN4O4P as an isolated structure.

Output
**Total charge**: -1
**LUMO energy (alpha / beta)**: 1.90 / 1.90 eV

Geometry (Å):
Fe1 0.9228 0.8753 -1.0419
Cl1 -4.1629 5.1639 -2.3927
C1 -2.7481 4.4433 -1.6815
C2 -2.2459 3.2747 -2.2486
C3 -1.1259 2.6683 -1.7015
N1 -0.5327 1.4890 -2.1493
C4 -0.8492 0.8369 -3.2559
O1 -1.7333 1.0520 -4.0939
C5 0.0229 -0.3925 -3.3996
C6 -0.0575 -1.1740 -4.5392
C7 0.7505 -2.2921 -4.6428
C8 1.6034 -2.6008 -3.5944
C9 1.6137 -1.7727 -2.4860
N2 0.8471 -0.6890 -2.3832
C10 -0.4937 3.2430 -0.5686
C11 -1.0026 4.4140 -0.0222
C12 -2.1321 5.0067 -0.5815
Cl2 -2.7404 6.4667 0.1434
N3 0.6036 2.5289 -0.0996
C13 1.3309 2.8483 0.9603
O2 1.2254 3.7874 1.7560
C14 2.4373 1.8328 1.1472
C15 3.4072 2.0334 2.1141
C16 4.4696 1.1524 2.1905
C17 4.5403 0.1110 1.2767
C18 3.5182 -0.0312 0.3553
N4 2.4618 0.7803 0.3128
H1 -2.7191 2.8425 -3.1164
H2 -0.7517 -0.8704 -5.3103
H3 0.7167 -2.9177 -5.5261
H4 2.2502 -3.4671 -3.6249
H5 2.2451 -1.9972 -1.6363
H6 -0.5138 4.8644 0.8272
H7 3.3047 2.8979 2.7550
H8 5.2481 1.2881 2.9307
H9 5.3743 -0.5776 1.2658
H10 3.5462 -0.8168 -0.3880
F1 -6.7805 -1.6845 -1.5706
C19 -6.4633 -1.4249 -0.2916
F2 -6.8978 -2.4680 0.4415
F3 -7.1992 -0.3619 0.0826
C20 -4.9932 -1.1821 -0.1082
C21 -4.3984 -1.4633 1.1157
C22 -3.0507 -1.2098 1.2970
C23 -2.2796 -0.6759 0.2632
C24 -2.8947 -0.3854 -0.9495
C25 -4.2475 -0.6365 -1.1387
P1 -0.4733 -0.3810 0.4697
C26 -0.4398 0.0737 2.2453
C27 -0.1147 -0.7942 3.2878
C28 -0.1105 -0.3493 4.5987
C29 -0.4368 0.9712 4.8789
C30 -0.7869 1.8387 3.8582
C31 -0.7954 1.3856 2.5477
C32 -0.4545 1.4287 6.3078
F4 0.5529 0.8898 7.0219
F5 -1.5949 1.0630 6.9322
F6 -0.3578 2.7584 6.4271
C33 0.1502 -2.1052 0.4329
C34 1.3855 -2.4288 0.9948
C35 1.9481 -3.6796 0.8018
C36 1.2798 -4.6253 0.0363
C37 0.0508 -4.3229 -0.5268
C38 -0.5087 -3.0701 -0.3248
C39 1.9258 -5.9540 -0.2199
F7 1.0376 -6.8989 -0.5674
F8 2.5898 -6.4104 0.8573
F9 2.8275 -5.8850 -1.2210
H11 -4.9863 -1.8841 1.9207
H12 -2.5989 -1.4315 2.2551
H13 -2.3301 0.0570 -1.7549
H14 -4.7078 -0.4004 -2.0886
H15 0.1353 -1.8274 3.0859
H16 0.1520 -1.0262 5.4016
H17 -1.0295 2.8709 4.0684
H18 -1.0722 2.0731 1.7600
H19 1.9246 -1.6954 1.5801
H20 2.9070 -3.9171 1.2449
H21 -0.4694 -5.0584 -1.1254
H22 -1.4629 -2.8418 -0.7825
F10 5.1980 3.2415 -3.2921
C40 4.1553 2.4228 -3.4748
F11 4.6645 1.2041 -3.7542
F12 3.5145 2.8401 -4.5851
C41 3.1897 2.3919 -2.2519
O3 3.3131 3.2670 -1.4142
O4 2.4022 1.4000 -2.3234

***

ORCA calculation (ωB97M-V/def2-TZVPD) on a 2-piece molecular cluster, C6H12O4 overall in a non-equilibrium geometry.

Output
**Total charge**: 0
**LUMO energy**: 0.58 eV
**SMILES**: CCOC=O.CCOC=O
**Energy relative to the best compared isomer or geometry (same formula, charge and spin)**: 34.74 kcal per mole

Geometry (Å):
C1 -1.3287 -3.6138 -0.5157
C2 -0.6797 -4.9705 -0.6154
O1 -1.5583 -6.0696 -0.4933
C3 -1.2627 -7.2949 -0.9877
O2 -0.3081 -7.5608 -1.6347
H1 -0.5822 -2.8521 -0.7971
H2 -1.6867 -3.3954 0.5045
H3 -2.1823 -3.5435 -1.2106
H4 0.0136 -5.0791 -1.4715
H5 -0.0925 -5.1088 0.3128
H6 -1.9997 -8.0276 -0.6033
C4 -1.7210 3.0606 3.8213
C5 -1.0538 2.1440 2.8600
O3 -0.6168 0.9539 3.5821
C6 0.6142 0.5413 3.5923
O4 1.5527 1.2635 3.2449
H7 -2.3459 2.4578 4.5015
H8 -2.3700 3.7757 3.2883
H9 -0.9921 3.6285 4.4238
H10 -1.6910 1.9512 1.9755
H11 -0.1539 2.6882 2.5144
H12 0.6283 -0.4896 3.9982

***

ORCA calculation (ωB97M-V/def2-TZVPD) on C17H17NO4S in the gas phase in a non-equilibrium geometry.

Output
**Total charge**: 0
**LUMO energy**: -0.49 eV
**SMILES**: COc1ccccc1CNC(=O)COC(=O)/C=C/c1cccs1
**Energy relative to the best compared isomer or geometry (same formula, charge and spin)**: 20.04 kcal per mole

Geometry (Å):
C1 1.8628 -1.1679 -1.1504
O1 1.7071 -1.4054 0.2260
C2 0.7551 -2.2922 0.6398
C3 -0.0928 -2.9906 -0.2094
C4 -1.0326 -3.8648 0.3133
C5 -1.1370 -4.0488 1.6779
C6 -0.2916 -3.3523 2.5271
C7 0.6590 -2.4815 2.0277
C8 1.5697 -1.7018 2.9436
N1 1.3505 -0.2765 2.8051
C9 0.5073 0.3963 3.6020
O2 0.0056 -0.0468 4.6123
C10 0.2433 1.8361 3.1219
O3 -0.4779 1.8428 1.8945
C11 0.2214 1.8077 0.7519
O4 1.4334 1.7609 0.7060
C12 -0.6670 1.8283 -0.4089
C13 -0.1575 1.8525 -1.6523
C14 -0.9060 1.8518 -2.8670
C15 -2.2671 1.8408 -3.0677
C16 -2.6248 1.8410 -4.4246
C17 -1.5432 1.8507 -5.2538
S1 -0.0644 1.8611 -4.3932
H1 0.9375 -0.7950 -1.6017
H2 2.6322 -0.4013 -1.2261
H3 2.1901 -2.0693 -1.6788
H4 -0.0308 -2.8618 -1.2786
H5 -1.6856 -4.4004 -0.3599
H6 -1.8727 -4.7266 2.0823
H7 -0.3712 -3.4822 3.5958
H8 2.6153 -1.9101 2.7000
H9 1.3697 -1.9653 3.9839
H10 1.6964 0.1512 1.9551
H11 1.1939 2.3664 2.9961
H12 -0.3914 2.3430 3.8499
H13 -1.7239 1.8137 -0.1999
H14 0.9211 1.8761 -1.7506
H15 -2.9803 1.8343 -2.2642
H16 -3.6409 1.8346 -4.7760
H17 -1.5310 1.8529 -6.3258

***

Computed electronic energy (hartree) in order:
-4762.4674; -671.1024; -309.6586; -8125.2992; -1537.3528; -5819.8042; -536.7498; -1411.9154
Computed M (g mol⁻¹) in order:
990.738; 143.170; 98.145; 939.825; 449.424; 1020.352; 148.158; 331.393